Run A
Here is the molecule C4H5NO3 from OMol25. Energies are from the ωB97M-V functional and the def2-TZVPD basis.

Calculated values
**SMILES string**: O/N=C\C1=COCO1
**Kohn-Sham gap**: 8.62 eV
**E_HOMO**: -8.138 eV

Structure (ORCA input):
```
! wB97M-V def2-TZVPD RIJCOSX def2/J DEFGRID3
* xyz 0 1
O -2.5948 -0.9227 -0.1427
N -2.5541 0.4374 0.0557
C -1.4245 1.0279 0.0930
C -0.0820 0.5752 -0.0100
C 1.2039 1.1257 -0.1729
O 2.1029 0.1509 -0.0830
C 1.4293 -1.0845 0.1094
O 0.0573 -0.8272 -0.0288
H -1.7261 -1.3176 -0.2471
H -1.4314 2.1047 0.1358
H 1.5829 2.0748 -0.1257
H 1.7654 -1.4519 1.0698
H 1.6711 -1.8926 -0.6534
*
```

***

Run B
Here is a cluster of 2 separate species, C4H5NO3 in total from OMol25. Energies are from the ωB97M-V functional and the def2-TZVPD basis.

Calculated values
**SMILES string**: N#C/C=C\O.O=CO
**Kohn-Sham gap**: 10.31 eV
**E_HOMO**: -9.883 eV

Structure (ORCA input):
```
! wB97M-V def2-TZVPD RIJCOSX def2/J DEFGRID3
* xyz 0 1
N 1.9669 0.7293 -2.2494
C 1.1361 0.1925 -1.6959
C -0.0042 -0.3576 -1.1077
C 0.0017 -1.5012 -0.4260
O 1.1270 -2.1889 -0.2106
H -1.0716 0.0338 -1.2357
H -0.8365 -1.8641 0.0905
H 1.7516 -1.8958 -0.8492
O 0.9366 0.6730 1.6616
C 0.4041 1.4839 0.9790
O -0.8633 1.8045 1.0160
H 1.1692 2.1085 0.3111
H -1.2222 1.1042 1.5771
*
```

***

Run C
Here is a structure of composition C4H5NO3 from OMol25. Energies are from the ωB97M-V functional and the def2-TZVPD basis.

Calculated values
**Kohn-Sham gap**: 8.75 eV
**E_HOMO**: -8.948 eV

Structure (ORCA input):
```
! wB97M-V def2-TZVPD RIJCOSX def2/J DEFGRID3
* xyz 0 1
C 0.8335 -0.5661 0.8789
C -0.0334 -0.2492 -0.0891
C 0.6015 1.2137 -1.9694
C -1.5110 0.2313 -0.2348
H -0.5468 -1.0413 2.4420
H 0.9576 -2.1821 2.9025
H 1.8599 -0.6891 0.4304
H 0.7680 1.2919 -3.0460
H -2.2871 0.4786 0.7422
N 0.4467 -1.3111 2.0588
O 0.5571 -0.0241 -1.4188
O 0.2446 2.2575 -1.3699
O -1.8907 0.5899 -1.3268
*
```

***

Run D
Here is the molecule C4H5NO3 from OMol25. Energies are from the ωB97M-V functional and the def2-TZVPD basis.

Calculated values
**SMILES string**: O=CN1C[C@@H]1C(=O)O
**Kohn-Sham gap**: 10.51 eV
**E_HOMO**: -10.663 eV

Structure (ORCA input):
```
! wB97M-V def2-TZVPD RIJCOSX def2/J DEFGRID3
* xyz 0 1
O -2.8611 0.0610 -0.4134
C -1.7494 0.5470 -0.6810
N -0.5976 0.3515 0.0570
C -0.5186 -0.6119 1.0531
C 0.5303 -0.7585 -0.1879
C 1.9729 0.0233 -0.1915
O 2.9747 -0.4200 -0.6800
O 1.7306 1.3568 0.3287
H -1.2901 0.8453 -1.7514
H 0.0743 -0.2031 2.0829
H -1.6151 -1.0755 1.0276
H 0.5366 -1.4742 -1.0368
H 0.8124 1.3583 0.3928
*
```

***

Pick run B: it beats the second-best structure by 2.008 eV.

***

Run A
Here is the molecule C4H8ClNO from OMol25. Energies are from the ωB97M-V functional and the def2-TZVPD basis.

Calculated values
**SMILES string**: N[C@@H]1C[C@@]1(Cl)CO
**Kohn-Sham gap**: 9.64 eV
**E_HOMO**: -8.978 eV

Structure (ORCA input):
```
! wB97M-V def2-TZVPD RIJCOSX def2/J DEFGRID3
* xyz 0 1
N -2.6749 -0.2475 -0.4561
C -1.2921 -0.7187 -0.1684
C -0.7985 -0.5619 1.2109
C 0.1601 -0.1551 0.1141
Cl 0.3838 1.6359 -0.0195
C 1.1686 -0.9574 -0.4893
O 2.5916 -0.7824 0.0118
H -2.9226 0.7046 -0.0479
H -2.9379 -0.3667 -1.6062
H -1.1119 -1.7660 -0.4594
H -0.5346 -1.5303 1.6945
H -1.3563 0.1015 1.8819
H 1.1731 -0.7005 -1.5662
H 0.8019 -1.9956 -0.2197
H 2.9269 0.0929 -0.2518
*
```

***

Run B
Here is a cluster of 2 separate species, C4H8ClNO in total from OMol25. Energies are from the ωB97M-V functional and the def2-TZVPD basis.

Calculated values
**Kohn-Sham gap**: 8.72 eV
**E_HOMO**: -8.330 eV

Structure (ORCA input):
```
! wB97M-V def2-TZVPD RIJCOSX def2/J DEFGRID3
* xyz 0 1
C 1.0191 -2.1633 0.1986
C -0.8889 0.8142 1.2557
C -0.6336 0.6919 -1.3659
C -0.0569 0.5391 0.0007
N 0.0032 -1.5593 0.0011
O 1.2553 0.9047 0.2455
Cl 1.1251 -3.8670 0.2389
H 2.0436 -1.6994 0.5779
H -1.6849 0.1343 1.3369
H -0.2275 0.8020 2.1968
H -1.3376 1.8870 1.2624
H -0.7814 1.7095 -1.7888
H -1.6014 0.3315 -1.5110
H 0.0309 0.1533 -2.0647
H 1.7351 1.3215 -0.5841
*
```

***

Run C
Here is a cluster of 2 separate species, C4H8ClNO in total from OMol25. Energies are from the ωB97M-V functional and the def2-TZVPD basis.

Calculated values
**SMILES string**: C#CN[C@@H](C)O.Cl
**Kohn-Sham gap**: 9.70 eV
**E_HOMO**: -9.055 eV

Structure (ORCA input):
```
! wB97M-V def2-TZVPD RIJCOSX def2/J DEFGRID3
* xyz 0 1
C -0.5453 -1.4666 -2.2029
C -0.3494 -1.2567 -1.0526
N -0.0555 -0.7587 0.2192
C -0.5830 0.5352 0.6104
C 0.0462 1.5726 -0.3325
O -2.0226 0.7018 0.6087
H -0.9588 -1.9656 -3.0888
H -0.1166 -1.6117 0.8863
H -0.3717 0.6618 1.6119
H 1.0457 1.3391 -0.2208
H -0.1918 2.7193 -0.0363
H -0.2394 1.4001 -1.3552
H -2.5779 -0.0272 0.3756
Cl 2.8199 -2.1888 1.9337
H 3.5597 -1.4279 1.2014
*
```

***

Pick run A: it beats the second-best structure by 0.151 eV.